Record 1
C32H88N8O8 | ωB97M-V/def2-TZVPD

The calculation puts the HOMO-LUMO gap at 9.4 eV. For the HOMO energy, the calculation gives -8.744 eV. Its SMILES is COC[C@H](C)N.COC[C@H](C)N.COC[C@H](C)N.COC[C@H](C)N.COC[C@H](C)N.COC[C@H](C)N.COC[C@H](C)N.COC[C@H](C)N. The energy comes out at -2311.72557 Ha. The energy relative to the best compared isomer or geometry (same formula, charge and spin) is 80.95 kcal per mole.

```
136
Properties=species:S:1:pos:R:3:forces:R:3
C 9.2974 16.9081 -2.2788 0.29 0.61 1.08
C 9.4330 18.4292 -1.9800 -0.83 -1.23 -0.46
C 10.5862 18.6833 -0.9663 -0.10 1.19 -1.06
O 10.4936 18.1575 0.3093 0.20 -1.78 1.30
C 9.5703 18.7536 1.1886 -0.85 0.53 -0.88
N 9.6212 19.1320 -3.2377 1.09 0.59 0.34
H 9.2139 16.4338 -1.3010 -0.13 -0.59 -0.13
H 10.1834 16.5302 -2.7889 0.15 0.21 0.11
H 8.4515 16.6409 -2.9123 -0.22 0.26 0.14
H 8.4744 18.7944 -1.6115 -0.09 -0.05 0.49
H 10.7769 19.7436 -0.8003 -0.22 0.54 -0.70
H 11.4754 18.2821 -1.4525 0.20 -0.22 0.25
H 8.6006 18.7377 0.6912 -0.41 0.00 0.24
H 9.7800 19.8041 1.3896 0.38 0.26 -0.09
H 9.4594 18.2630 2.1556 0.51 -0.46 -0.32
H 8.9550 18.8571 -3.9452 -0.36 -0.30 0.20
H 10.5302 18.8735 -3.5941 0.30 -0.07 -0.20
C 9.4305 20.4667 -6.6717 -1.04 0.48 -1.28
C 8.2851 21.2210 -5.9016 1.70 -0.77 0.51
C 6.9759 20.4050 -5.6980 1.68 0.33 -0.69
O 7.3189 19.1900 -5.0405 -1.32 0.50 0.00
C 6.0880 18.5325 -4.6825 1.34 -0.88 -1.28
N 8.8620 21.5674 -4.6126 -0.60 1.05 -0.12
H 9.1630 20.3668 -7.7236 -0.65 -0.77 -0.14
H 9.6997 19.4966 -6.2540 -0.24 0.04 0.10
H 10.3512 21.0114 -6.8807 0.04 0.60 1.16
H 8.0842 22.2059 -6.3232 -0.32 -0.30 -0.76
H 6.5400 20.2796 -6.6891 -0.34 -0.61 -0.14
H 6.2462 20.9182 -5.0716 0.07 0.49 0.02
H 6.3960 17.6334 -4.1487 -0.36 0.27 0.57
H 5.6989 18.1601 -5.6302 -0.63 0.01 -0.02
H 5.3565 19.1858 -4.2069 0.21 -0.08 0.35
H 8.0470 21.9880 -4.1896 0.33 0.28 1.01
H 9.1059 20.7437 -4.0814 0.01 -0.23 0.30
C 7.2849 18.2717 4.3369 0.84 0.20 -0.91
C 7.1252 17.9277 5.8053 -1.36 0.93 -0.41
C 6.8064 19.1522 6.6867 0.14 -0.52 -0.35
O 5.6188 19.8024 6.2157 0.89 -0.02 0.30
C 4.9137 20.4459 7.2483 -1.38 -0.90 0.21
N 5.9852 16.9731 5.7966 0.91 -0.08 0.48
H 7.7460 19.2409 4.1465 0.09 0.15 0.19
H 6.3776 18.2316 3.7342 -0.28 0.10 0.47
H 7.9328 17.5292 3.8712 0.07 -0.11 0.00
H 8.0900 17.5803 6.1750 -0.27 -0.73 0.13
H 7.6816 19.7980 6.7586 -0.01 0.58 -0.48
H 6.7264 18.7782 7.7074 -0.68 -0.04 0.26
H 4.7095 19.7042 8.0205 0.80 0.19 0.85
H 3.8654 20.5781 6.9806 0.10 0.56 -0.94
H 5.3052 21.4004 7.6001 0.36 -0.19 0.06
H 5.1874 17.5764 5.6569 -0.35 -0.03 -0.18
H 5.8361 16.5336 6.6936 0.14 -0.08 0.28
C 15.4278 16.5448 -3.0082 0.35 -0.22 1.10
C 14.1129 17.0306 -3.5786 -0.02 0.80 -0.77
C 13.8780 18.5402 -3.1588 -0.25 -1.44 0.06
O 12.6332 18.9887 -3.6456 -0.12 1.17 0.01
C 12.5044 20.4296 -3.5133 0.15 -0.36 -0.95
N 14.1494 16.8355 -5.0603 0.42 0.29 1.28
H 15.4146 15.4667 -2.8484 0.11 -0.05 -0.43
H 15.6112 16.9346 -2.0069 -0.30 0.21 0.23
H 16.3360 16.8354 -3.5363 -0.24 -0.05 -0.56
H 13.3262 16.3530 -3.2469 -0.26 0.44 0.47
H 14.7216 19.1510 -3.4804 0.13 0.13 -0.70
H 13.8921 18.6867 -2.0787 -0.07 -0.44 0.43
H 11.4800 20.7537 -3.6963 -0.07 -0.42 0.37
H 13.0605 20.9002 -4.3240 0.45 0.05 0.02
H 12.8702 20.8128 -2.5607 -0.07 -0.22 0.18
H 13.3053 17.1760 -5.4980 0.00 0.37 0.07
H 14.8831 17.4756 -5.3291 0.20 0.01 -0.76
C 6.4126 21.7335 -2.0380 -0.86 0.03 0.59
C 7.2560 22.3959 -0.9776 0.84 -0.79 1.09
C 7.2356 21.8075 0.4777 -0.14 0.94 -0.57
O 6.0202 22.1438 1.1546 0.90 -0.66 0.27
C 5.9991 21.6335 2.5028 -0.87 0.03 -1.00
N 8.6708 22.3696 -1.4093 0.17 1.05 -0.18
H 5.3729 21.6421 -1.7240 -0.14 0.01 0.02
H 6.7730 20.7287 -2.2587 0.17 -0.01 -0.17
H 6.4341 22.3755 -2.9187 -0.03 -0.21 -0.18
H 6.9622 23.4369 -0.8426 -0.08 0.07 -0.13
H 8.0520 22.2779 1.0259 0.24 0.28 -0.11
H 7.5144 20.7538 0.4775 -0.60 -0.49 -0.06
H 5.1600 22.1563 2.9618 0.10 -0.22 0.23
H 6.8964 21.7629 3.1078 0.32 0.43 -0.32
H 5.8008 20.5627 2.4575 -0.12 -0.15 0.17
H 8.7938 23.2304 -1.9232 0.44 0.56 0.26
H 8.8762 21.7432 -2.1745 -0.35 -0.95 0.25
C 14.7903 12.2527 -3.5912 -0.21 0.52 1.43
C 13.6095 12.3698 -4.5334 -0.47 -0.76 1.31
C 12.4306 13.3396 -4.1143 0.52 -1.55 0.80
O 12.1282 13.1552 -2.7106 0.32 0.76 -0.08
C 11.2666 14.1747 -2.2451 -0.48 0.01 0.25
N 14.1614 12.6642 -5.8305 -0.46 0.29 0.00
H 15.2752 13.2133 -3.4170 0.36 0.13 -0.38
H 15.5008 11.4925 -3.9157 -0.01 0.25 -0.34
H 14.4909 11.9654 -2.5832 -0.31 -0.14 -0.01
H 13.2350 11.3469 -4.4966 -0.63 -0.05 -0.44
H 11.5158 13.0257 -4.6170 0.01 0.10 -0.60
H 12.6329 14.3732 -4.3951 0.29 0.19 0.26
H 10.4365 14.3378 -2.9325 -0.04 0.10 -0.31
H 11.7434 15.1291 -2.0217 0.53 0.18 -0.52
H 10.7740 13.9626 -1.2962 0.22 -0.84 0.05
H 14.7029 13.4855 -5.6016 0.40 0.49 -0.73
H 13.3794 12.9915 -6.3795 0.00 0.20 -0.64
C 7.1607 13.2746 -3.1846 0.24 -1.01 -0.25
C 7.7062 12.1311 -2.3091 1.23 0.99 0.88
C 7.5338 12.4144 -0.7757 1.14 1.31 0.44
O 8.2036 13.7011 -0.3743 -0.45 -0.73 -0.48
C 8.8169 13.8571 0.9223 -0.54 -1.33 -0.36
N 7.2487 10.8011 -2.6255 -0.52 0.42 -0.46
H 7.5475 14.2357 -2.8460 -0.56 -0.01 0.41
H 6.0791 13.1554 -3.2486 -0.23 0.65 0.41
H 7.4678 13.2220 -4.2292 0.34 -0.48 -0.02
H 8.7809 12.0215 -2.4547 0.28 0.64 -0.02
H 7.9765 11.5834 -0.2266 0.39 -0.03 0.07
H 6.4866 12.4042 -0.4735 -0.27 0.44 -0.10
H 9.4191 12.9811 1.1635 0.16 -0.24 -0.06
H 8.0880 13.9408 1.7284 -0.28 0.19 -0.05
H 9.4949 14.7091 0.9730 -0.29 0.19 -0.59
H 7.7367 10.1770 -1.9989 -0.40 -0.43 -0.03
H 6.2456 10.7568 -2.5167 -0.15 -0.48 0.20
C 10.7372 16.4626 -5.7161 0.83 0.18 -1.41
C 11.1980 16.0745 -7.1858 -1.65 0.56 1.02
C 11.6212 17.3203 -8.0095 0.09 -0.60 0.00
O 12.6809 17.9739 -7.3808 1.68 1.14 0.78
C 13.1140 19.2088 -7.9986 -1.92 -0.42 -0.41
N 12.2128 15.0726 -7.1176 0.90 0.18 0.22
H 9.7515 16.9240 -5.7749 0.02 0.03 0.29
H 11.4711 17.1763 -5.3419 -0.34 0.36 0.14
H 10.7726 15.6430 -4.9984 -0.32 -0.29 -0.42
H 10.3646 15.5748 -7.6797 -0.38 0.48 -0.25
H 10.7934 18.0107 -8.1708 -0.27 0.04 -0.16
H 12.0526 16.9606 -8.9437 -0.59 -0.12 -0.64
H 12.2157 19.8251 -8.0335 0.01 0.63 0.41
H 13.3190 19.1334 -9.0665 0.56 -0.69 -0.12
H 13.9283 19.7365 -7.5020 -0.14 -0.61 0.36
H 12.5678 14.9626 -8.0567 0.24 -0.36 -0.28
H 12.9429 15.5738 -6.6321 0.93 -0.55 0.31
```
Positions in Å, forces in eV/Å.

These are the Löwdin partial charges, in e, on atoms 1 to 99: C -0.032; C -0.363; C -0.195; O -0.174; C -0.096; N 0.047; H 0.076; H 0.046; H 0.067; H 0.119; H 0.123; H 0.116; H 0.072; H 0.087; H 0.074; H 0.046; H 0.046; C -0.052; C -0.374; C -0.193; O -0.231; C -0.070; N 0.027; H 0.066; H 0.057; H 0.065; H 0.132; H 0.122; H 0.107; H 0.084; H 0.088; H 0.089; H 0.030; H -0.002; C -0.086; C -0.400; C -0.207; O -0.186; C -0.120; N 0.039; H 0.071; H 0.076; H 0.065; H 0.136; H 0.120; H 0.112; H 0.084; H 0.084; H 0.092; H 0.062; H 0.063; C -0.066; C -0.376; C -0.198; O -0.232; C -0.072; N 0.066; H 0.061; H 0.076; H 0.081; H 0.111; H 0.123; H 0.116; H 0.063; H 0.085; H 0.092; H 0.007; H 0.071; C -0.068; C -0.396; C -0.194; O -0.191; C -0.096; N 0.047; H 0.082; H 0.071; H 0.069; H 0.137; H 0.112; H 0.098; H 0.087; H 0.081; H 0.076; H 0.066; H 0.025; C -0.074; C -0.439; C -0.155; O -0.178; C -0.126; N 0.043; H 0.058; H 0.082; H 0.073; H 0.129; H 0.120; H 0.085; H 0.068; H 0.073



Record 2
C32H90N10O10 | ωB97M-V/def2-TZVPD

The calculation puts the HOMO-LUMO gap at 8.9 eV. For the HOMO energy, the calculation gives -8.630 eV. Its SMILES is COC[C@H](C)N.COC[C@H](C)N.COC[C@H](C)N.COC[C@H](C)N.COC[C@H](C)N.COC[C@H](C)N.NC(N)=O.NC(N)=O.CC(C)O.CC(C)O. The energy comes out at -2573.08299 Ha. The energy relative to the best compared isomer or geometry (same formula, charge and spin) is 0.00 kcal per mole.

```
142
Properties=species:S:1:pos:R:3:forces:R:3
C -22.9250 11.6815 5.0659 1.90 -0.41 -0.13
C -21.3832 11.9556 4.6910 -0.59 -0.40 -0.19
C -21.1866 12.5208 3.2679 -0.37 -0.45 -0.38
O -21.9035 11.6894 2.3280 0.20 0.25 1.69
C -21.4742 11.8101 1.0142 0.17 0.77 -0.87
N -20.6512 12.8271 5.6026 -0.04 -0.31 -0.02
H -23.4438 11.2379 4.2204 -0.01 0.03 -0.12
H -23.4571 12.5702 5.3932 0.09 0.20 0.02
H -22.9163 10.9309 5.8774 -0.20 0.46 -0.18
H -20.8275 11.0213 4.7982 -0.36 -0.31 -0.56
H -20.1345 12.4777 2.9128 -0.30 0.33 0.79
H -21.5472 13.5916 3.2917 0.20 -0.81 -0.42
H -21.8890 10.9343 0.4942 0.20 0.42 -0.13
H -20.3498 11.8385 0.8813 -1.03 -0.10 0.30
H -21.9101 12.7618 0.6098 0.48 -0.72 -0.21
H -21.2088 13.6515 5.7393 0.06 0.48 0.54
H -20.4855 12.3356 6.4828 -0.32 0.45 0.01
C -18.6962 6.9888 -0.3401 -0.54 0.67 -0.38
C -18.1951 7.7332 0.9007 1.12 1.43 -1.94
C -16.8197 8.4243 0.6123 -0.34 -0.97 0.91
O -15.8324 7.4649 0.2076 -0.73 -0.11 0.88
C -14.5498 7.9393 0.5458 -0.21 -0.58 0.00
N -19.1079 8.7307 1.4951 0.97 -0.23 -1.00
H -18.9148 7.7457 -1.1126 -0.04 -0.28 0.08
H -19.5984 6.4179 -0.1660 -0.55 0.10 0.33
H -18.0430 6.2516 -0.8045 0.66 0.30 0.33
H -17.9644 7.0600 1.6487 0.39 -1.64 1.56
H -16.5357 8.8692 1.5969 -0.02 -0.03 -0.76
H -16.8199 9.1706 -0.1548 -0.55 0.89 -0.28
H -14.1432 8.4719 -0.2882 0.34 0.93 -0.33
H -13.9063 7.0917 0.6893 0.31 -0.58 0.22
H -14.5917 8.5176 1.4703 0.26 0.21 -0.14
H -19.3636 8.3827 2.4045 -0.91 0.21 -0.14
H -19.8662 8.9304 0.8512 -0.24 -0.13 0.68
C -13.5039 13.3402 6.3874 1.42 0.82 0.40
C -12.6531 13.1868 5.1213 -1.64 -0.91 0.70
C -11.7644 12.0035 5.3271 0.40 -0.11 -0.19
O -10.9482 12.1288 6.4485 -1.63 0.39 0.23
C -10.0001 11.1381 6.5846 0.39 -0.83 -1.55
N -13.4510 12.7846 3.9838 0.82 -2.00 -0.05
H -13.9900 12.3882 6.6032 0.00 0.09 0.22
H -14.2101 14.1203 6.2508 -1.07 0.56 -0.27
H -12.8832 13.7155 7.2304 -0.29 -0.71 -0.26
H -12.1066 14.0701 4.8430 0.36 0.47 0.18
H -11.1319 11.9650 4.4761 0.73 -0.45 -1.18
H -12.4016 11.0936 5.3195 0.33 0.14 0.38
H -9.3766 11.1035 5.6326 -0.07 0.12 1.26
H -10.3642 10.0822 6.7066 -0.20 0.86 0.16
H -9.5424 11.5130 7.4656 1.48 -0.55 0.66
H -14.1837 13.3561 3.6841 -1.03 1.19 -0.18
H -13.8753 11.8546 4.1525 0.31 0.84 -0.23
C -18.6968 3.8706 2.2174 -0.03 1.17 0.72
C -17.7989 4.8380 3.1790 -2.58 -0.24 -1.70
C -17.5985 4.2161 4.5331 -1.41 1.13 0.09
O -17.0528 5.2164 5.3650 0.25 0.59 -0.81
C -16.4368 4.7873 6.5216 0.08 -1.91 -0.29
N -16.4699 5.0921 2.6029 -1.40 -1.45 0.13
H -18.7894 4.3067 1.2101 0.00 0.19 0.42
H -19.7470 3.5787 2.5484 1.38 0.79 0.06
H -18.1728 2.9560 2.0541 0.56 -0.82 0.07
H -18.3867 5.7745 3.3239 0.21 -0.31 -0.19
H -16.9570 3.4542 4.2188 1.62 -1.73 0.73
H -18.5107 3.8311 5.0193 0.09 -0.07 -0.41
H -15.8962 5.5718 6.9832 0.65 0.69 0.27
H -15.8776 3.8623 6.3798 1.20 0.31 -0.62
H -17.1005 4.3382 7.2094 -1.71 0.22 1.29
H -16.1002 5.7594 3.2350 1.03 1.01 -0.09
H -16.4883 5.3491 1.6212 0.09 0.50 0.39
C -20.5475 6.3522 5.7880 0.33 0.15 0.49
C -20.8821 7.8331 5.5890 -0.23 -0.18 -0.98
C -21.8231 7.9615 4.3487 -1.12 0.29 -0.20
O -21.4729 7.2130 3.1456 0.11 0.96 1.33
C -22.5053 6.3634 2.6758 0.55 0.25 0.30
N -21.5248 8.3319 6.8276 -0.26 -0.53 -0.14
H -21.4477 5.9275 6.2291 -0.19 -0.51 -0.27
H -19.7929 6.2466 6.5738 0.15 0.00 -0.20
H -20.2160 5.7891 4.8869 -0.39 0.65 0.56
H -19.9903 8.4487 5.4458 -0.01 -0.14 -0.20
H -22.0083 9.0341 4.1399 0.65 -0.30 -0.43
H -22.8520 7.6635 4.6242 0.36 -0.40 0.33
H -22.1761 6.0191 1.7107 0.25 -0.62 -0.18
H -23.4253 6.8713 2.4826 -0.75 0.81 0.02
H -22.7363 5.5747 3.3911 0.23 -0.36 -0.08
H -22.4184 7.8547 6.9266 0.11 -0.13 0.18
H -21.7727 9.3161 6.8608 0.46 0.11 -0.48
C -16.6731 15.8747 6.0917 -0.12 -0.45 0.68
C -17.8772 15.2089 5.3992 1.40 -0.22 0.76
C -18.3325 16.0587 4.2502 1.63 -0.68 -1.12
O -18.8481 17.2451 4.7248 -1.29 0.81 0.64
C -19.2869 18.0663 3.6581 -0.71 0.08 0.24
N -17.4560 13.8256 4.9795 -0.82 0.63 -0.05
H -16.4124 15.1875 6.9195 0.23 0.52 -0.22
H -16.8564 16.8734 6.5145 -0.35 -0.39 -0.16
H -15.8178 15.9985 5.4192 -0.09 -0.30 -0.07
H -18.7037 15.1979 6.1061 -0.14 -0.31 0.25
H -19.0670 15.5045 3.6630 -0.09 -0.02 -0.34
H -17.4143 16.2989 3.6281 -0.85 -0.49 0.10
H -18.4397 18.6636 3.3702 0.18 0.62 -0.45
H -20.1842 18.6986 3.9001 1.05 -0.55 0.29
H -19.5912 17.4393 2.8258 -0.03 -0.07 -0.34
H -16.7481 13.4137 5.5996 -0.50 0.52 -0.13
H -18.2887 13.2214 5.0032 0.43 0.30 -0.05
C -19.1905 10.3178 9.0704 0.80 0.33 -0.47
O -19.6137 11.1293 8.2458 -0.57 -0.04 -0.58
N -18.3485 10.7247 10.0395 2.06 0.10 2.31
N -19.4237 8.9897 9.0579 -0.80 -1.60 -0.38
H -17.9462 10.0226 10.6795 -0.50 0.65 -0.74
H -17.7691 11.5889 10.0072 -1.25 -0.73 -0.52
H -20.0317 8.5224 8.3512 0.27 0.93 0.59
H -19.0337 8.3726 9.7695 -0.17 0.59 -0.44
C -16.4600 12.1228 1.6391 -0.14 0.06 1.44
O -16.1388 11.8047 0.5220 -0.48 -0.66 -0.89
N -15.8114 13.1025 2.3320 0.04 1.46 0.38
N -17.4503 11.5985 2.4501 -0.55 -0.73 -1.64
H -16.4516 13.6137 2.9447 0.41 -0.07 0.14
H -15.2479 13.6989 1.7450 0.08 -0.10 -0.08
H -18.0602 10.9096 2.0205 0.25 -0.25 0.31
H -17.3627 11.5839 3.4491 -0.05 0.12 0.13
C -18.1504 15.0897 10.7588 1.16 -0.86 1.03
C -19.0424 14.3525 9.8215 0.26 -0.62 -0.55
C -19.9120 15.2853 8.9929 0.70 0.30 -0.60
O -18.1387 13.5631 8.9380 -2.00 0.10 0.75
H -18.6111 15.7877 11.4211 -0.84 0.62 0.17
H -17.4770 15.6234 10.1192 0.76 0.45 -0.11
H -17.5694 14.4372 11.4715 -0.42 0.29 -1.06
H -19.6868 13.6347 10.3547 0.12 0.15 -0.10
H -20.4943 15.9653 9.5741 -0.50 0.28 0.82
H -20.5839 14.7584 8.3525 -0.60 -0.69 -0.35
H -19.3652 15.9392 8.3048 0.51 -0.23 0.23
H -18.7963 12.9019 8.6159 0.88 0.05 -0.35
C -16.9979 8.6729 4.8231 -1.87 -0.98 -0.79
C -17.5715 9.5962 5.9186 -0.22 0.01 -1.26
C -16.5747 10.4403 6.5721 1.32 3.04 0.48
O -18.4202 10.5127 5.2273 -0.81 -0.34 -1.05
H -16.6823 9.2021 3.9045 -0.22 0.18 0.63
H -17.7929 7.9154 4.4895 0.86 1.09 0.40
H -16.1856 8.0386 5.1173 0.57 -0.13 0.63
H -18.1316 9.0597 6.6911 -0.07 -0.30 -0.24
H -15.9283 9.9267 7.2693 0.17 -0.04 0.31
H -17.0986 11.3323 7.0477 0.50 -1.32 0.20
H -15.9440 11.0216 5.8426 -0.26 -1.00 0.24
H -18.7959 11.1892 5.8010 0.12 -0.19 0.46
```
Positions in Å, forces in eV/Å.

These are the Löwdin partial charges, in e, on atoms 1 to 99: C -0.025; C -0.396; C -0.166; O -0.220; C -0.140; N 0.053; H 0.060; H 0.066; H 0.053; H 0.102; H 0.106; H 0.137; H 0.087; H 0.094; H 0.096; H 0.073; H 0.051; C -0.051; C -0.396; C -0.179; O -0.200; C -0.104; N 0.083; H 0.086; H 0.057; H 0.075; H 0.064; H 0.096; H 0.114; H 0.082; H 0.077; H 0.085; H 0.052; H 0.074; C -0.044; C -0.422; C -0.255; O -0.183; C -0.133; N 0.042; H 0.072; H 0.034; H 0.090; H 0.140; H 0.112; H 0.136; H 0.107; H 0.097; H 0.078; H 0.004; H 0.078; C -0.025; C -0.412; C -0.226; O -0.190; C -0.120; N 0.075; H 0.053; H 0.088; H 0.049; H 0.106; H 0.106; H 0.135; H 0.081; H 0.093; H 0.066; H 0.055; H 0.067; C -0.044; C -0.394; C -0.155; O -0.212; C -0.106; N 0.044; H 0.077; H 0.073; H 0.078; H 0.105; H 0.109; H 0.117; H 0.083; H 0.074; H 0.089; H 0.082; H 0.061; C -0.060; C -0.405; C -0.270; O -0.180; C -0.097; N 0.070; H 0.070; H 0.081; H 0.075; H 0.111; H 0.119; H 0.145; H 0.081; H 0.103



no.,strongest force on any atom (hartree/bohr)
1,0.0431
2,0.0652